30
Properties=species:S:1:pos:R:3:mulliken_charge:R:1 method="wB97M-V/def2-TZVPD" smiles=CCO.O.O.O.O.O.O.O orbital_gap_ha=0.3779 e_tot_ev=-18778.675 total_charge=0 e_lumo_ev=-0.170 spin_multiplicity=1 relative_energy_ev=0.389
O -1.73 1.00 1.80 -0.6811
H -1.55 0.21 2.31 0.3225
H -2.69 1.12 1.86 0.2991
O -3.14 3.16 -1.40 -0.5950
H -2.25 3.49 -1.21 0.3047
H -3.24 2.39 -0.84 0.2896
O -1.23 -2.26 -1.38 -0.6401
H -0.52 -2.91 -1.25 0.2884
H -1.65 -2.49 -2.22 0.2987
O -1.03 1.26 -3.63 -0.6249
H -1.02 1.05 -2.68 0.4152
H -1.64 0.63 -4.01 0.2761
O 0.69 3.09 2.07 -0.6213
H 0.30 3.76 1.50 0.3103
H -0.05 2.55 2.37 0.3122
O 2.13 1.48 -0.12 -0.6120
H 1.45 0.91 -0.48 0.3030
H 1.90 1.56 0.82 0.3154
O -0.89 0.59 -0.88 -0.6225
H -1.01 -0.37 -0.94 0.3678
H -1.07 0.79 0.06 0.2913
C 1.78 -2.95 1.70 -1.0461
C 2.42 -2.08 0.64 -0.1802
O 1.39 -1.58 -0.21 -0.4464
H 2.52 -3.40 2.34 0.3696
H 1.18 -3.73 1.23 0.2678
H 1.07 -2.34 2.28 0.2257
H 3.18 -2.65 0.10 0.2949
H 2.93 -1.22 1.09 0.2751
H 1.78 -1.04 -0.91 0.2421


55
Properties=species:S:1:pos:R:3:mulliken_charge:R:1 method="wB97M-V/def2-TZVPD" orbital_gap_ha=0.2920 e_tot_ev=-53320.673 total_charge=+1 e_lumo_ev=-2.768 spin_multiplicity=1
Hg 0.42 0.03 -0.18 0.3120
P -1.67 -1.45 -0.40 0.4829
C -2.21 -1.53 -2.19 -0.9932
C -1.99 -0.21 -2.92 0.2766
N -1.04 0.61 -2.48 0.1182
C -0.77 1.76 -3.08 0.3594
C -1.51 2.16 -4.20 -0.7754
C -2.51 1.32 -4.70 -0.5615
C -2.75 0.11 -4.05 -0.6650
C 0.32 2.66 -2.50 -1.0504
P 1.56 1.70 -1.48 0.5114
H -3.50 -0.61 -4.34 0.4725
H -1.25 3.12 -4.62 0.4788
H -3.07 1.59 -5.59 0.4258
H 0.87 3.18 -3.30 0.5281
H -0.13 3.44 -1.85 0.3867
H -1.63 -2.35 -2.66 0.4451
H -3.27 -1.82 -2.19 0.5221
H 2.98 -3.16 -2.77 0.3169
O 2.13 -3.15 -3.27 -0.6043
H 2.29 -3.79 -3.98 0.2963
H 4.66 -1.17 -0.52 0.3165
O 4.96 -1.31 -1.44 -0.6394
H 5.95 -1.35 -1.38 0.3251
C 2.82 1.14 -2.66 -1.0355
H 3.26 2.00 -3.19 0.3793
H 3.62 0.57 -2.15 0.3043
H 2.37 0.45 -3.40 0.3489
C 2.27 2.88 -0.30 -1.1110
H 3.02 2.36 0.31 0.3488
H 2.75 3.72 -0.83 0.3859
H 1.49 3.26 0.38 0.3593
C -3.13 -0.72 0.40 -1.0658
H -3.99 -1.38 0.19 0.4055
H -2.95 -0.68 1.49 0.2773
H -3.33 0.30 0.04 0.3119
C -1.71 -3.17 0.15 -1.1702
H -1.46 -3.20 1.22 0.3401
H -2.73 -3.55 -0.01 0.3880
H -0.97 -3.77 -0.40 0.3377
C -1.50 -0.96 5.42 -0.9336
Si -0.02 0.01 4.82 0.0184
C -0.15 1.82 5.30 -0.9196
C 1.61 -0.71 5.39 -0.9338
C 0.00 -0.26 3.01 -0.1513
C 0.00 -0.42 1.78 0.1333
H -1.57 -1.02 6.51 0.3242
H -1.41 -1.98 5.02 0.2779
H -2.42 -0.52 5.02 0.2971
H -0.16 1.95 6.39 0.3074
H 0.69 2.38 4.89 0.2938
H -1.07 2.26 4.90 0.2965
H 1.68 -1.72 4.98 0.2855
H 2.42 -0.11 4.97 0.2901
H 1.71 -0.74 6.48 0.3242


142
Properties=species:S:1:pos:R:3:mulliken_charge:R:1 method="wB97M-V/def2-TZVPD" orbital_gap_ha=0.2322 e_tot_ev=-190378.897 total_charge=+3 e_lumo_ev=-8.985 spin_multiplicity=1 relative_energy_ev=0.000
Rh 0.24 0.15 0.15 -3.9902
F 4.59 3.51 1.40 -0.5306
Ge 3.33 2.39 0.92 2.0490
C 2.32 3.59 -0.25 -0.7329
C 2.60 4.93 -0.01 -0.7473
C 2.01 5.93 -0.78 -1.0836
C 1.12 5.60 -1.78 -0.8901
C 0.83 4.27 -2.03 -0.3938
C 1.42 3.26 -1.28 0.7783
P 1.15 1.53 -1.69 2.6168
C 2.73 1.01 -2.48 1.3823
C 2.69 -0.09 -3.34 -0.4494
C 3.79 -0.42 -4.11 -0.8752
C 4.95 0.34 -4.03 -1.0227
C 4.99 1.44 -3.20 -0.6506
C 3.89 1.79 -2.44 -0.3823
C 0.12 1.46 -3.20 0.8425
C 0.62 2.17 -4.30 -0.6112
C -0.05 2.16 -5.51 -0.9834
C -1.21 1.41 -5.66 -1.0618
C -1.69 0.67 -4.59 -1.0852
C -1.03 0.70 -3.36 -0.6495
C 4.44 0.87 0.43 -0.0394
C 5.81 1.14 0.38 -0.1933
C 6.74 0.12 0.35 -0.9360
C 6.33 -1.20 0.42 -1.0313
C 4.97 -1.49 0.48 -0.9811
C 4.02 -0.47 0.43 0.2302
P 2.30 -1.03 0.44 1.9405
C 2.25 -2.13 1.89 -0.2995
C 2.13 -3.51 1.74 -0.2493
C 2.11 -4.33 2.87 -0.8463
C 2.20 -3.76 4.14 -1.0112
C 2.32 -2.39 4.28 -0.8363
C 2.36 -1.57 3.16 0.6277
C 2.01 -2.10 -1.01 1.4362
C 0.70 -2.22 -1.48 0.9823
C 0.39 -3.00 -2.58 -0.5224
C 1.40 -3.70 -3.23 -1.1782
C 2.72 -3.57 -2.79 -1.0611
C 3.02 -2.76 -1.70 -0.3658
C 2.61 1.95 2.69 -0.2059
C 3.61 1.97 3.66 -0.2928
C 3.32 1.84 5.01 -1.0331
C 2.00 1.73 5.41 -1.0498
C 0.99 1.68 4.46 -0.0520
C 1.29 1.75 3.10 -0.7902
P -0.07 1.67 1.90 3.5415
C -1.52 1.16 2.90 0.5905
C -1.46 0.07 3.77 -0.6207
C -2.56 -0.29 4.54 -1.1386
C -3.73 0.45 4.45 -1.0152
C -3.80 1.56 3.62 -0.7814
C -2.69 1.92 2.86 -0.7636
C -0.46 3.39 1.46 1.2833
C -0.14 4.35 2.42 -0.7377
C -0.61 5.65 2.31 -0.9768
C -1.40 6.01 1.24 -0.9307
C -1.70 5.08 0.25 -0.9294
C -1.23 3.78 0.36 0.3027
H 3.30 5.21 0.76 0.5665
H 2.25 6.97 -0.58 0.4665
H 0.65 6.38 -2.38 0.4603
H 0.13 4.02 -2.82 0.5562
H 1.78 -0.68 -3.44 0.5197
H 3.73 -1.27 -4.78 0.5298
H 5.81 0.08 -4.64 0.4675
H 5.88 2.06 -3.16 0.5366
H 3.93 2.69 -1.86 0.4483
H 1.54 2.74 -4.22 0.6391
H 0.34 2.73 -6.34 0.5092
H -1.73 1.39 -6.61 0.4795
H -2.56 0.05 -4.70 0.8486
H -1.41 0.07 -2.57 0.6569
H 6.15 2.16 0.40 0.5886
H 7.80 0.35 0.31 0.5064
H 7.05 -2.01 0.45 0.4947
H 4.66 -2.52 0.58 0.6014
H 2.04 -3.96 0.76 0.5076
H 2.04 -5.40 2.76 0.7013
H 2.19 -4.40 5.01 0.4723
H 2.41 -1.95 5.27 0.5654
H 2.49 -0.50 3.28 0.3207
H -0.13 -1.74 -0.96 -1.6933
H -0.63 -3.08 -2.91 0.6022
H 1.17 -4.33 -4.07 0.5019
H 3.51 -4.10 -3.30 0.5549
H 4.06 -2.64 -1.42 0.6423
H 4.65 2.12 3.36 0.5617
H 4.12 1.86 5.74 0.5012
H 1.75 1.68 6.46 0.5140
H -0.03 1.61 4.81 0.6909
H -0.53 -0.48 3.90 0.8364
H -2.48 -1.12 5.23 0.5697
H -4.59 0.18 5.07 0.4689
H -4.69 2.16 3.58 0.5829
H -2.76 2.79 2.22 0.4598
H 0.47 4.09 3.28 0.4258
H -0.36 6.37 3.08 0.4861
H -1.78 7.02 1.16 0.4484
H -2.29 5.36 -0.60 0.5255
H -1.46 3.09 -0.44 -0.1983
S -0.61 -1.68 1.50 1.2988
C -2.25 -1.75 1.14 -1.0050
N -2.97 -2.79 1.48 0.5467
C -4.44 -2.71 1.54 -0.9786
C -4.97 -1.87 0.42 -0.4647
N -4.23 -0.60 0.33 0.6294
C -5.02 0.58 -0.13 -1.3848
C -5.56 0.43 -1.53 0.5509
C -4.81 0.83 -2.63 0.0150
C -5.33 0.71 -3.91 -0.7381
C -6.61 0.19 -4.10 -0.6117
C -7.36 -0.21 -3.00 -0.7822
C -6.84 -0.08 -1.72 -0.3164
C -2.93 -0.59 0.46 -0.6139
S -2.01 0.67 -0.19 0.2778
C -2.33 -4.02 1.98 -2.0350
C -1.82 -4.87 0.83 1.0205
C -0.70 -5.66 1.05 -0.2888
C -0.20 -6.47 0.04 -0.8527
C -0.82 -6.48 -1.20 -0.4192
C -1.93 -5.69 -1.43 -0.9424
C -2.43 -4.88 -0.42 -0.0724
H -4.70 -2.27 2.51 0.3434
H -4.84 -3.72 1.51 0.4910
H -6.02 -1.65 0.58 0.5204
H -4.88 -2.37 -0.55 0.3286
H -4.39 1.45 -0.02 0.5976
H -5.84 0.65 0.59 0.6177
H -3.82 1.26 -2.49 0.3063
H -4.76 1.05 -4.76 0.5718
H -7.02 0.11 -5.09 0.4338
H -8.36 -0.59 -3.14 0.4169
H -7.46 -0.34 -0.87 0.4230
H -3.06 -4.53 2.61 0.8619
H -1.49 -3.75 2.62 0.4352
H -0.22 -5.66 2.03 0.6302
H 0.66 -7.10 0.23 0.4643
H -0.44 -7.12 -1.99 0.4827
H -2.42 -5.71 -2.39 0.4769
H -3.31 -4.27 -0.62 0.2459